{
  "formula": "C14H23O4Si",
  "method": "wB97M-V/def2-TZVPD",
  "species": ["C", "Si", "C", "C", "O", "C", "C", "C", "C", "C", "O", "C", "C", "C", "O", "H", "H", "H", "H", "H", "H", "H", "H", "H", "H", "H", "H", "H", "H", "H", "H", "C", "C", "C", "O", "H", "H", "H", "H", "H", "H", "H"],
  "positions_angstrom": [[2.24022, -1.28114, 1.01959], [0.46657, -0.97273, 0.61333], [-0.60202, -1.53766, 2.05762], [0.02048, -1.91852, -0.94874], [0.31064, 0.67589, 0.43946], [-0.72109, 1.31505, -0.27250], [-2.01651, 1.41818, 0.54902], [-3.08980, 0.38373, 0.32685], [-4.02952, 0.10945, 1.23280], [-5.04654, -0.94301, 0.97476], [-6.17720, -0.89921, 1.41713], [-4.58744, -2.06548, 0.09696], [-3.67190, -1.80611, -0.82564], [-3.17741, -0.40097, -0.95450], [-2.95961, 0.09064, -2.03645], [2.39829, -2.35722, 1.16225], [2.87044, -0.94191, 0.17628], [2.55455, -0.76391, 1.92878], [-0.32720, -0.96213, 2.94485], [-0.42334, -2.59810, 2.25439], [-1.67674, -1.41253, 1.90111], [0.93242, -2.42248, -1.27498], [-0.72573, -2.69341, -0.74667], [-0.31504, -1.30151, -1.78312], [-0.37475, 2.32580, -0.49249], [-0.90232, 0.84014, -1.23726], [-1.73137, 1.38037, 1.60274], [-2.45786, 2.40662, 0.38776], [-4.07109, 0.64104, 2.17707], [-5.03774, -3.03904, 0.23964], [-3.29665, -2.54175, -1.52440], [4.90072, 1.83888, -0.01345], [4.33436, 1.40188, -1.38651], [3.27165, 2.44706, -1.80657], [3.82895, 0.15793, -1.35308], [4.09700, 1.81208, 0.73007], [5.68274, 1.14134, 0.29695], [5.32920, 2.85149, -0.02940], [5.18521, 1.53762, -2.11299], [2.44703, 2.42392, -1.08570], [2.87738, 2.18887, -2.79264], [3.67098, 3.47088, -1.85234]],
  "forces_ev_per_a": [[0.0, -0.2, -0.1], [0.7, 0.1, 0.1], [-0.2, 0.0, -0.1], [-0.1, -0.1, 0.1], [-0.4, -0.2, -0.1], [0.1, 0.1, 0.1], [-0.1, 0.2, -0.2], [0.2, -0.3, 0.1], [0.0, -0.1, 0.0], [-0.1, 0.0, 0.0], [0.3, -0.1, 0.1], [0.0, 0.1, 0.2], [0.1, 0.0, 0.0], [-0.1, 0.1, 0.0], [0.2, 0.0, 0.0], [0.0, 0.0, 0.1], [0.0, 0.2, 0.1], [0.0, 0.0, 0.0], [0.0, -0.1, 0.0], [0.0, 0.0, 0.1], [0.0, 0.0, 0.0], [0.0, 0.0, -0.1], [-0.1, 0.1, -0.1], [0.0, 0.0, 0.0], [0.0, 0.0, 0.0], [0.0, 0.0, 0.0], [-0.1, 0.0, 0.0], [0.0, 0.0, -0.1], [-0.2, 0.0, 0.0], [-0.1, 0.0, -0.1], [-0.1, 0.1, -0.1], [0.1, 0.1, 0.0], [-0.2, 0.1, 0.2], [0.1, 0.1, -0.1], [0.0, -0.2, -0.1], [0.0, 0.0, 0.0], [0.0, 0.0, 0.0], [0.0, 0.0, 0.0], [0.0, -0.1, 0.0], [0.0, 0.0, 0.0], [0.0, 0.0, 0.0], [0.0, 0.0, 0.0]],
  "lumo_energy_ev": 0.896,
  "fmax_ev_per_a": 0.74,
  "e_homo_ev": -2.69,
  "orbital_gap_ev": 3.6,
  "charge": -1
}

---

{
  "formula": "C3H4ClNS",
  "method": "wB97M-V/def2-TZVPD",
  "species": ["Cl", "C", "C", "N", "C", "S", "H", "H", "H", "H"],
  "positions_angstrom": [[-2.96644, 0.21709, -0.24815], [-1.38119, -0.10464, 0.64573], [-0.36542, 0.98365, 0.23913], [0.62457, 0.69185, -0.42617], [0.86322, -0.66940, -0.69205], [-0.57284, -1.64203, 0.03129], [-1.52134, -0.19814, 1.68242], [-0.47458, 1.95929, 0.76085], [1.15627, -1.09112, -1.72995], [1.60981, -0.86470, 0.09092]],
  "forces_ev_per_a": [[0.7, 0.0, 0.8], [1.0, -0.7, -2.9], [-2.1, 0.3, 2.6], [1.7, 0.8, -2.0], [0.1, -1.9, 0.5], [-0.5, 0.6, 0.0], [-0.7, 0.2, 1.2], [-0.1, -0.4, -0.9], [-0.5, 1.4, 1.7], [0.5, -0.5, -0.9]],
  "lumo_energy_ev": 0.644,
  "fmax_ev_per_a": 3.34,
  "e_homo_ev": -9.16,
  "de_lowest_kj_mol": 56.8,
  "orbital_gap_ev": 9.8,
  "smiles": "Cl[C@@H]1C=NCS1"
}

---

{
  "formula": "C4H9NO4S",
  "method": "wB97M-V/def2-TZVPD",
  "species": ["O", "S", "O", "O", "N", "C", "C", "O", "C", "C", "H", "H", "H", "H", "H", "H", "H", "H", "H"],
  "positions_angstrom": [[1.75016, -0.14125, -2.92671], [0.44585, 0.03765, -2.26838], [0.00490, 1.41593, -2.17536], [-0.57316, -0.97434, -3.01602], [0.33935, -0.74497, -0.81973], [1.53569, -0.99448, -0.02347], [1.18234, -1.81893, 1.24668], [0.13281, -1.15814, 1.96148], [-1.10527, -1.04056, 1.28494], [-0.96861, -0.39323, -0.09455], [0.10546, -1.42730, -3.51970], [1.82200, 0.06925, 0.21315], [2.33077, -1.47049, -0.59819], [0.97174, -2.87438, 1.00282], [2.08616, -1.91984, 1.83638], [-1.89485, -0.69324, 1.98212], [-1.42656, -2.11980, 1.17656], [-1.03324, 0.68602, 0.08419], [-1.78541, -0.51627, -0.76740]],
  "forces_ev_per_a": [[-2.0, -0.5, 1.4], [1.8, 0.9, -0.1], [-0.5, -2.0, -0.2], [0.1, 1.7, -0.2], [-1.7, -0.5, 0.2], [-0.1, 1.8, 0.9], [-0.4, 0.7, -1.3], [1.0, 0.4, 0.6], [-0.1, -3.6, -0.6], [1.4, 1.6, 0.7], [-0.1, -0.9, -0.8], [0.7, -1.2, 0.7], [-0.3, 0.0, -0.2], [-0.7, 0.3, -0.2], [-0.1, 0.6, 0.6], [0.8, 0.8, -0.6], [0.0, 0.7, -0.4], [0.7, 0.2, -0.1], [-0.7, -0.9, -0.4]],
  "lumo_energy_ev": 0.606,
  "fmax_ev_per_a": 3.69,
  "e_homo_ev": -9.68,
  "de_lowest_kj_mol": 282.2,
  "orbital_gap_ev": 10.3,
  "smiles": "O=S(=O)(O)N1CCOCC1"
}

---

{
  "formula": "C40H76O20",
  "method": "wB97M-V/def2-TZVPD",
  "species": ["C", "C", "O", "C", "C", "O", "H", "H", "H", "H", "H", "H", "H", "H", "C", "C", "O", "C", "C", "O", "H", "H", "H", "H", "H", "H", "H", "H", "C", "C", "O", "C", "C", "O", "H", "H", "H", "H", "H", "H", "H", "H", "C", "C", "O", "C", "C", "O", "H", "H", "H", "H", "H", "H", "H", "H", "C", "C", "O", "C", "C", "O", "H", "H", "H", "H", "H", "H", "H", "H", "C", "C", "O", "C", "C", "O", "H", "H", "H", "H", "H", "H", "H", "H", "C", "C", "O", "C", "C", "O", "H", "H", "H", "H", "H", "H", "H", "H", "C", "C", "O", "C", "C", "O", "H", "H", "H", "H", "H", "H", "H", "H", "O", "C", "C", "C", "C", "O", "H", "H", "H", "H", "H", "H", "O", "C", "C", "C", "C", "O", "H", "H", "H", "H", "H", "H"],
  "positions_angstrom": [[0.93640, 5.12898, 5.84750], [0.90057, 5.66693, 4.43138], [-0.02179, 4.89883, 3.64423], [0.42368, 4.29818, 2.55835], [-0.61281, 3.37892, 1.92041], [1.54765, 4.39978, 2.11217], [1.40829, 4.14141, 5.86972], [-0.02526, 5.06522, 6.35167], [1.65904, 5.67808, 6.45667], [0.64009, 6.71996, 4.35347], [1.93016, 5.59272, 4.08459], [-1.03121, 4.04543, 1.16415], [-1.38516, 3.03180, 2.60543], [-0.17038, 2.45608, 1.56820], [0.42571, 4.44090, -1.98202], [-1.01357, 4.60186, -2.39599], [-1.48407, 5.93448, -2.20062], [-2.44057, 6.44485, -2.96134], [-2.75234, 7.88614, -2.64843], [-3.01023, 5.83820, -3.83269], [1.02999, 4.89956, -2.76575], [0.61136, 3.36561, -1.93251], [0.61130, 4.80754, -0.97293], [-1.13871, 4.27402, -3.42774], [-1.60797, 3.95752, -1.74260], [-3.37319, 8.22110, -3.47967], [-1.92686, 8.59063, -2.76482], [-3.18749, 7.91320, -1.65279], [2.78615, 1.32730, 2.94729], [2.60675, -0.05166, 3.63139], [3.08124, -1.01453, 2.69812], [3.42569, -2.23080, 3.12036], [3.75221, -3.16800, 1.99755], [3.39904, -2.61590, 4.26469], [2.25979, 1.34298, 1.99688], [3.85411, 1.40621, 2.74456], [2.41392, 2.08505, 3.63126], [3.13721, -0.03820, 4.58203], [1.55281, -0.07940, 3.92155], [4.12739, -4.11613, 2.37264], [4.57047, -2.75608, 1.39955], [2.89462, -3.38739, 1.36383], [-5.84665, 0.37827, -0.73808], [-4.79536, 1.46541, -0.87088], [-5.45935, 2.70857, -0.49529], [-4.69365, 3.76959, -0.21882], [-5.54835, 5.02399, -0.18564], [-3.49082, 3.82240, -0.19474], [-5.61872, -0.57575, -1.21658], [-6.80142, 0.71861, -1.13827], [-5.95279, 0.07708, 0.30689], [-3.91735, 1.11680, -0.33606], [-4.61184, 1.70543, -1.92140], [-5.10685, 5.65300, -0.96782], [-5.48452, 5.53287, 0.77099], [-6.55417, 4.91697, -0.58591], [-3.25760, -8.10877, 3.56935], [-2.70172, -6.69753, 3.64533], [-3.33680, -5.80072, 2.74406], [-2.87455, -5.67035, 1.51826], [-3.49116, -4.51823, 0.78137], [-1.92879, -6.25573, 1.04056], [-4.33713, -8.17979, 3.67719], [-2.67014, -8.81250, 4.15596], [-3.08567, -8.47551, 2.54821], [-2.87053, -6.32495, 4.65606], [-1.62069, -6.63260, 3.51614], [-3.22223, -3.55320, 1.21258], [-4.57986, -4.48212, 0.71030], [-3.13417, -4.50113, -0.24392], [-1.11847, -3.83475, -2.01134], [-0.88605, -3.63653, -3.49693], [-1.91538, -4.09788, -4.32341], [-1.79015, -3.70651, -5.61915], [-2.85459, -4.22011, -6.51952], [-0.86756, -3.04662, -6.01842], [-0.27621, -3.77620, -1.32764], [-1.56154, -4.81555, -1.80647], [-1.87803, -3.10341, -1.70988], [-0.61317, -2.58193, -3.61192], [0.07711, -4.12460, -3.70060], [-3.71501, -3.58696, -6.28596], [-3.11226, -5.21148, -6.12900], [-2.58531, -4.34345, -7.55744], [3.77475, 2.30385, -1.24833], [4.52102, 3.57158, -1.61944], [5.58969, 3.35506, -2.52847], [6.66016, 4.15879, -2.38290], [7.65609, 4.06471, -3.47719], [6.86461, 4.85055, -1.41184], [3.03063, 2.48353, -0.47093], [4.40334, 1.54782, -0.76246], [3.35038, 1.77625, -2.10531], [3.81225, 4.27615, -2.06657], [4.78774, 4.05892, -0.68372], [7.88566, 3.02015, -3.69817], [8.57905, 4.60218, -3.30293], [7.18519, 4.47220, -4.37852], [-0.15321, -3.20130, 1.79501], [-1.01851, -2.48428, 2.80181], [-1.12386, -3.33684, 3.95893], [-1.61374, -2.78686, 5.05888], [-1.62635, -3.69032, 6.27834], [-2.13140, -1.69364, 5.14291], [-0.26411, -2.79248, 0.79140], [-0.45134, -4.24769, 1.71172], [0.89877, -3.11791, 2.06163], [-0.51042, -1.55391, 3.05189], [-1.99916, -2.26378, 2.38680], [-1.65974, -4.74540, 6.00980], [-2.51561, -3.50249, 6.86815], [-0.68948, -3.44792, 6.78272], [-2.64438, -1.04021, -0.04414], [-1.60260, -0.47896, -0.27976], [-1.00609, -0.10073, -1.63483], [0.49053, -0.18417, -1.29042], [0.58212, 0.06348, 0.20244], [-0.72874, -0.32674, 0.73436], [-1.30993, -0.76333, -2.43713], [-1.25585, 0.93241, -1.87968], [0.95177, -1.09968, -1.65535], [0.95386, 0.63542, -1.84514], [1.37026, -0.47582, 0.72320], [0.58441, 1.10331, 0.52334], [2.38661, -3.22288, -1.50857], [3.13345, -2.83996, -2.37327], [4.64254, -2.67298, -2.31935], [5.00214, -2.38241, -3.74402], [3.69500, -2.37134, -4.56325], [2.63504, -2.51961, -3.57956], [4.92940, -1.92218, -1.58982], [5.07901, -3.63536, -2.04373], [5.38681, -1.36160, -3.81255], [5.66642, -3.03103, -4.31432], [3.54287, -1.40690, -5.04552], [3.55840, -3.17116, -5.28811]],
  "forces_ev_per_a": [[0.4, -0.4, 0.3], [0.8, 0.1, 0.5], [-0.1, 0.4, 0.6], [0.8, -1.7, -0.7], [0.0, 0.8, 0.8], [-0.4, 0.3, 0.2], [-0.4, -0.2, -0.3], [0.0, 0.2, -0.1], [-0.4, 0.5, -0.1], [-0.4, 0.0, 0.1], [-0.2, -0.2, -0.6], [-0.4, -0.7, -0.4], [-0.1, 0.6, 0.1], [0.3, 0.4, -0.5], [-0.2, 0.1, -0.2], [-0.7, -1.0, 0.4], [0.9, 0.5, 0.5], [0.1, 0.1, -0.7], [0.2, 0.1, -0.9], [0.0, -0.3, 0.0], [0.5, 0.0, 0.5], [0.2, 0.0, -0.2], [0.2, 0.4, -0.2], [-0.2, 0.2, 0.0], [-0.3, 0.1, -0.2], [-0.8, -0.2, 0.6], [0.5, -0.5, 0.7], [-0.2, 0.5, -0.1], [0.4, -1.5, 0.4], [-0.2, 2.2, 0.2], [-0.4, 0.1, 0.0], [-0.5, -1.6, 0.6], [0.8, -0.1, -0.5], [0.0, 0.8, 0.0], [-0.1, 0.2, 0.1], [0.0, 0.6, 0.0], [0.2, 0.3, -0.2], [0.4, -0.5, -0.2], [-0.1, -1.1, -0.4], [-0.2, 0.1, 0.4], [-0.3, 0.1, -0.2], [0.0, 0.3, -0.1], [-0.3, -0.3, 0.3], [-1.1, -0.4, -1.3], [0.9, -0.4, 1.3], [-1.0, 0.9, -1.0], [0.4, 0.3, -0.9], [0.1, -0.7, 0.4], [0.5, 0.3, -0.4], [0.0, 0.0, 0.1], [-0.2, 0.4, 0.1], [0.2, 0.9, 0.2], [0.7, -0.7, 0.0], [0.3, 0.2, 0.4], [-0.2, 0.0, 0.0], [-0.2, -0.5, 0.7], [0.7, -0.2, -1.9], [0.3, -0.4, 1.0], [-0.8, 0.0, 0.7], [1.0, 1.0, -1.1], [-0.7, 0.6, -0.7], [-0.3, -0.6, 0.5], [0.0, 0.1, 0.7], [-0.3, 0.2, 0.6], [0.0, 0.1, 0.0], [-0.3, 0.4, -0.2], [0.0, -0.3, -0.3], [0.2, -0.2, 0.3], [0.0, -0.4, 0.4], [0.2, -0.2, 0.1], [-2.1, -0.4, 0.1], [3.1, 0.4, 1.7], [-0.7, 0.3, -0.6], [1.1, -0.2, -0.5], [-0.9, -1.0, 1.6], [0.2, 0.3, 0.2], [0.5, 0.3, -0.6], [0.1, 0.0, -0.1], [0.1, -0.1, 0.3], [-0.6, 0.0, -0.6], [-0.3, -0.3, -0.6], [-0.2, -0.1, -0.7], [-0.2, 0.1, -0.2], [0.1, 0.6, -0.1], [0.5, -1.0, 0.0], [-1.6, 0.3, 1.0], [0.2, 0.1, -0.2], [1.0, 0.4, 1.5], [-0.3, -0.5, -1.3], [-0.6, -0.1, -0.3], [-0.3, 0.4, -0.4], [0.4, 0.3, -0.1], [-0.3, 0.3, 0.0], [0.1, -0.1, -0.3], [0.8, 0.0, -0.2], [-0.1, 0.0, 0.0], [-0.1, 0.1, 0.4], [0.1, -0.1, 0.0], [-0.1, -0.4, -0.3], [0.5, 0.2, -0.5], [0.5, 0.1, -0.1], [-1.9, 0.2, 1.1], [0.4, -0.3, -0.9], [0.7, 0.0, -0.7], [-0.1, 0.2, 0.1], [0.2, -0.1, 0.1], [0.0, -0.2, 0.1], [-0.4, 0.1, 0.4], [-0.1, 0.1, 0.3], [0.4, 0.0, -0.1], [0.2, 0.4, 0.2], [-0.2, -0.3, 0.5], [-0.2, 0.6, -0.4], [-0.6, -1.5, 0.2], [0.5, 0.1, 1.3], [0.3, 1.1, -1.2], [-1.1, 0.2, 0.6], [0.7, 0.0, -0.7], [-0.2, 0.0, 0.1], [-0.3, 0.0, 0.0], [-0.1, -0.2, 0.4], [0.4, -0.1, 0.2], [-0.1, -0.2, 0.0], [0.8, 0.2, -0.7], [0.5, 0.3, 0.1], [-0.9, -0.3, 0.5], [-0.2, -1.4, -0.3], [0.2, 1.4, -1.8], [-0.8, 0.4, 0.9], [0.4, 0.0, -0.4], [0.0, 0.1, 0.0], [-0.2, 0.1, 0.5], [0.3, -0.2, -0.1], [0.4, -0.2, 0.8], [-0.1, -0.1, -0.1], [0.2, -0.1, 0.0]],
  "lumo_energy_ev": 0.244,
  "fmax_ev_per_a": 3.52,
  "e_homo_ev": -9.86,
  "de_lowest_kj_mol": 0.0,
  "orbital_gap_ev": 10.1,
  "smiles": "CCOC(C)=O.CCOC(C)=O.CCOC(C)=O.CCOC(C)=O.CCOC(C)=O.CCOC(C)=O.CCOC(C)=O.CCOC(C)=O.O=C1CCCO1.O=C1CCCO1"
}